Entry 1:
Computed, not measured: a cluster of 14 separate species, C5H39N2O14 in total at a distorted geometry, with ωB97M-V/def2-TZVPD.

Structure (XYZ):
```
60
Properties=species:S:1:pos:R:3:forces:R:3
C 1.3070 3.0004 -0.3913 3.54 -1.21 1.19
O 2.6460 3.0742 -0.9656 -1.26 3.36 1.81
C 0.2719 2.4328 -1.2511 -1.07 -1.31 -4.19
C 0.4471 0.8348 -1.3157 2.70 1.01 -0.54
C 0.2738 0.2841 0.1190 -2.15 -1.56 -0.18
N 1.2096 -2.5683 -0.2118 -4.79 0.06 0.88
C -0.1230 -2.2037 -0.2973 -1.31 -0.31 2.47
N -0.6494 -1.0162 0.0814 3.26 0.01 -1.64
H 1.0756 3.9863 -0.0645 -0.11 0.80 0.26
H 1.6310 2.3583 0.5075 -1.68 0.68 -0.60
H 2.9164 2.4367 -1.5618 0.26 -2.54 -1.88
H 0.3790 2.8936 -2.3595 0.30 -1.09 2.31
H -0.7567 2.7656 -1.0774 0.13 -0.34 0.86
H -0.1759 0.2520 -2.0532 0.66 0.93 0.72
H 1.6112 0.7491 -1.6039 -2.74 -0.31 0.31
H -0.4332 1.0000 0.5900 0.91 -0.53 0.47
H 1.2183 0.0542 0.6944 -1.28 0.28 -0.63
H 1.4733 -3.4902 -0.4338 -0.20 -1.10 -0.36
H 1.8672 -1.9343 -0.4766 2.28 2.36 -0.60
H -0.9649 -2.9959 -0.3736 2.16 1.17 -0.08
H -1.6665 -0.7746 -0.1115 1.11 -0.52 0.51
H -2.9042 3.6910 1.1595 -0.81 1.16 -0.39
H -2.2090 2.4922 1.5752 -1.57 0.20 -2.80
O -2.7648 2.8562 0.7259 2.50 -1.56 3.39
H -0.4395 -0.1924 -4.8241 0.12 -0.19 -0.40
H -0.9951 1.1976 -4.7400 0.41 -1.21 -1.83
O -0.7530 0.4934 -5.4318 -0.49 1.38 2.30
H -0.4666 1.5199 3.0704 -2.55 -0.39 -0.16
H -1.4670 0.3872 3.0951 -0.16 -4.17 0.38
O -1.4607 1.2797 2.9525 2.77 4.76 -0.35
H -2.4185 -2.7667 -2.6289 0.38 1.57 0.75
H -2.1992 -1.1956 -2.3111 -0.58 -0.97 -0.06
O -1.9100 -2.1058 -2.0830 -0.05 -1.27 -1.27
H -0.2718 -2.1544 4.4553 0.68 1.01 1.95
H 0.0248 -2.4010 3.0455 0.29 0.22 -0.54
O -0.6207 -2.5881 3.7200 0.33 -2.46 -1.07
H -3.1272 1.0320 0.4273 -0.13 0.93 -0.03
H -3.2739 -0.2612 1.3080 0.50 0.85 -2.58
O -3.1274 0.0808 0.3324 -0.60 -1.84 3.12
H -4.2863 -0.6749 -1.1898 0.67 0.02 -0.54
H -4.4036 0.2422 -2.4553 1.68 -2.92 1.02
O -3.9048 -0.6203 -2.0934 -2.81 3.43 -1.06
H 4.2745 -1.6535 0.4968 -0.09 0.26 2.79
H 4.7957 -2.2308 -0.7017 -1.41 1.39 -0.10
O 4.1190 -1.5353 -0.4061 1.61 -2.14 -2.38
H 2.0476 1.8741 4.0756 4.68 -0.44 8.39
H 2.1061 2.5600 2.5249 -0.06 -1.14 3.02
O 1.7414 2.0083 3.3052 -4.60 2.30 -11.57
H 4.6969 0.2915 -1.6616 0.50 -0.03 0.40
H 3.5092 -0.4438 -2.3322 1.06 3.11 0.83
O 3.8616 0.5041 -2.0639 -1.71 -2.55 -1.55
H -2.4450 -2.3000 3.4696 0.42 -1.73 0.94
H -2.8090 -0.8670 4.0631 -0.12 -0.97 -0.18
O -2.5528 -1.3992 3.2915 -1.97 4.04 -1.16
H 1.4543 -2.6962 -3.4957 0.01 0.55 0.42
H -0.0074 -2.7066 -3.2651 0.15 0.74 0.68
O 0.7949 -2.2554 -2.9232 -0.03 -1.16 -1.56
H 1.4449 -0.5250 4.1019 -0.50 0.18 -2.08
H 1.2508 0.4421 2.8276 0.15 -1.72 1.04
O 1.1380 -0.5173 3.1399 0.61 0.94 1.14
```
Forces are in eV/Å.

Results
E_HOMO ... -12.41 eV
LUMO level ... -0.09588 Ha
Electronic energy ... -37453.5309 eV
Relative energy (zero: lowest compared OMol25 entry of this formula, charge and spin) ... 7.422 eV
Net charge ... +1
Maximum force ... 12.7 eV/Å

These are the natural (NBO) partial charges, in e, on atoms 1 to 4: atom 1 (C): -0.07, atom 2 (O): -0.75, atom 3 (C): -0.46, atom 4 (C): -0.45



Entry 2:
Computed, not measured: a cluster of 14 separate species, C5H39NO13S2 in total at a distorted geometry, with ωB97M-V/def2-TZVPD.

Structure (XYZ):
```
60
Properties=species:S:1:pos:R:3:forces:R:3
N 0.2485 3.3015 -0.3237 -0.17 -1.12 0.77
C -0.7162 2.4198 -0.9726 -0.25 -0.22 0.22
C -2.0622 3.0830 -1.2094 -0.61 -0.36 -0.68
C -0.8849 1.1592 -0.0980 0.79 -0.10 0.82
S -1.4681 -0.1440 -1.2093 -0.28 0.11 -0.51
S -2.8487 -1.3001 -0.3815 0.10 -0.28 -0.31
C -2.0842 -2.5439 0.6992 0.25 0.32 0.61
C -1.3241 -3.5842 -0.0966 0.36 0.32 -0.11
H -0.1084 3.6182 0.5838 0.01 0.08 -0.47
H 0.4012 4.0778 -0.9202 0.26 0.98 -0.40
H -0.2745 2.0955 -1.9207 0.03 0.11 -0.07
H -2.4764 3.4512 -0.2776 0.08 0.27 0.22
H -2.8297 2.4018 -1.6248 0.45 0.10 0.09
H -1.9637 3.8936 -1.9352 0.00 0.07 0.22
H 0.0709 0.8436 0.3480 -0.23 0.13 -0.17
H -1.6170 1.3099 0.6986 -0.05 -0.08 -0.15
H -1.4611 -2.0868 1.4648 0.17 0.27 -0.09
H -2.9196 -2.9900 1.2317 -0.32 -0.11 -0.07
H -1.9530 -4.1166 -0.7831 -0.40 -0.21 -0.47
H -0.9254 -4.3145 0.5829 0.13 -0.35 0.50
H -0.4595 -3.1719 -0.6142 -0.06 0.20 -0.08
H 2.4833 -2.7465 -1.8226 0.08 -0.30 -0.19
H 3.9603 -2.7649 -1.3561 0.35 -0.24 -0.05
O 3.1356 -2.2948 -1.2544 -0.16 0.48 0.18
H 1.8785 2.4188 1.8823 -0.71 0.49 1.40
H 0.5639 3.0681 2.5588 0.88 -0.35 -0.02
O 1.4521 2.6681 2.7525 0.12 -0.09 -1.41
H 2.6035 -1.6890 3.7422 -1.92 0.44 -1.65
H 2.2474 -1.2023 2.2681 0.37 0.06 -0.15
O 1.8262 -1.5105 3.1031 1.36 -0.64 2.06
H 0.7534 -3.3840 -3.1489 -0.48 -0.14 -0.17
H 1.9185 -2.7073 -3.8212 0.20 0.58 -0.68
O 1.7086 -3.3882 -3.1927 0.39 -0.59 0.66
H 1.8058 0.0318 -3.1486 -0.58 -0.55 -0.51
H 2.9188 -0.5872 -2.2262 -0.45 0.62 -0.47
O 2.5481 0.2521 -2.5982 1.32 -0.21 1.16
H -1.5758 -2.8196 -3.0245 -0.70 -0.02 0.54
H -1.3507 -3.4577 -4.4053 0.07 0.07 0.07
O -0.9379 -2.9157 -3.7188 0.13 -0.13 -0.51
H 0.0016 -1.3837 -4.0512 -0.08 0.12 -0.32
H 0.4646 -0.1838 -4.9559 -0.05 -0.24 0.01
O 0.7530 -0.8182 -4.2879 -0.08 0.23 -0.11
H -3.8337 -0.8128 1.7912 -0.30 0.84 0.43
H -3.0780 0.4953 2.2096 -0.51 -0.29 -0.13
O -3.8063 0.1485 1.6121 0.80 -0.65 0.12
H 3.0516 -1.3628 0.2436 0.05 0.23 0.24
H 2.9589 0.1547 0.6155 0.05 -0.09 0.10
O 3.0790 -0.7408 0.9976 -0.05 -0.02 -0.40
H -2.4457 1.1482 4.3062 -0.37 0.08 0.40
H -1.0412 0.8085 3.7377 0.42 -0.14 0.01
O -1.9748 1.1095 3.4767 -0.04 -0.19 -0.51
H 1.9221 2.2468 -0.3087 0.25 0.01 0.10
H 2.6451 1.1970 -1.1726 0.12 0.25 0.30
O 2.6846 1.6308 -0.2833 -0.51 0.12 -0.33
H 0.9280 1.3468 3.7746 -0.15 -0.38 0.19
H 0.9068 -0.2076 3.7635 0.02 -0.08 0.18
O 0.4434 0.5705 4.1565 -0.02 0.33 -0.37
H -1.5357 2.6503 2.8259 0.00 0.36 0.12
H -1.2272 4.1212 3.2280 -0.10 0.11 0.04
O -1.1796 3.5074 2.4894 -0.02 -0.23 -0.18
```
Forces are in eV/Å.

Results
E_HOMO (spin up / spin down) ... -12.86 / -12.86 eV
LUMO level (spin up / spin down) ... -0.11923 / -0.26935 Ha
Electronic energy ... -55591.1145 eV
Spin multiplicity ... 2
Net charge ... +1
Maximum force ... 2.6 eV/Å

These are the natural (NBO) partial charges, in e, on atoms 1 to 4: atom 1 (N): -0.85, atom 2 (C): -0.06, atom 3 (C): -0.64, atom 4 (C): -0.54



Entry 3:
Computed, not measured: a cluster of 16 separate species, C5H39NO15 in total at a distorted geometry, with ωB97M-V/def2-TZVPD.

Structure (XYZ):
```
60
Properties=species:S:1:pos:R:3:forces:R:3
N 2.1209 -0.0876 0.4631 -0.14 0.11 0.01
C 1.1235 0.3150 -0.5981 0.78 1.42 -1.55
C -2.4782 -2.7920 -1.3753 -1.98 -1.72 -0.48
C -2.2333 -1.5169 -1.1347 -0.50 0.31 -0.12
C -0.9797 -0.8292 -1.4026 2.40 -0.36 0.33
C -0.0826 -0.5157 -0.4658 -1.10 0.44 1.44
H 2.0012 -1.0864 0.6788 0.39 -0.37 -0.20
H 3.0965 0.1261 0.2596 -0.11 -0.14 -0.43
H 1.5560 0.3418 -1.6184 0.17 -0.92 0.76
H 0.9528 1.4181 -0.5175 -0.35 -0.98 0.65
H -3.5170 -3.1870 -1.4136 0.45 0.72 0.75
H -1.8783 -3.6665 -1.6465 0.89 1.03 -0.23
H -3.0260 -0.8459 -0.7751 -0.01 -0.44 -0.36
H -0.6514 -0.7077 -2.4348 -0.47 0.24 -0.01
H -0.3010 -0.6650 0.6153 -0.27 -0.02 -1.20
H 1.4238 -2.4738 3.0101 0.62 -0.02 0.07
H 0.4135 -1.3877 2.6780 1.23 1.02 0.21
O 1.4466 -1.5290 2.8110 -1.26 -0.75 -0.03
H -1.9591 3.0027 1.6424 0.30 -0.05 0.62
H -0.6794 2.9956 2.5608 -0.29 -0.23 -0.23
O -1.5163 3.4486 2.3821 0.02 0.80 -0.07
H -3.4124 -0.7856 3.1380 -0.29 0.48 0.63
H -4.0012 -1.5879 2.1454 -0.84 -0.08 -0.26
O -4.3012 -0.9061 2.7702 1.26 -0.43 -0.47
H -0.8427 -3.1431 0.1671 0.27 -0.41 0.49
H -0.5069 -2.3454 1.3736 -0.22 -0.27 0.39
O -0.4069 -3.2553 1.0371 -0.40 0.35 -0.45
H 2.0655 -3.2605 -0.8108 -0.78 -0.24 0.45
H 1.3740 -3.4252 0.6692 -0.52 -0.02 -0.96
O 2.1689 -3.2191 0.1462 1.35 0.59 0.33
H 1.9596 0.3697 1.3704 -0.45 0.36 -0.14
H 3.3812 0.6722 3.8218 0.13 0.10 0.06
O 3.5641 0.6043 2.8793 -0.09 -0.50 -0.15
H 2.2800 2.5174 -1.8299 -0.11 0.07 -0.14
H 3.2729 2.3491 -3.0002 -0.06 0.12 0.15
O 2.6140 1.8763 -2.4784 0.50 0.26 -0.07
H -3.3762 0.7527 1.6713 -0.33 0.16 -0.18
H -1.8888 0.8745 1.6809 0.08 -0.22 -0.05
O -2.6746 1.2953 1.2823 -0.07 -0.57 0.03
H 3.3355 -0.3261 2.7018 0.02 0.19 0.31
H 1.1647 1.4879 3.3756 0.05 -0.22 0.17
O 0.5788 1.5984 2.6278 0.17 0.11 -0.77
H -1.2158 2.4904 -2.7157 0.13 0.04 -0.01
H -1.3650 2.8710 -4.1898 0.00 0.06 -0.05
O -0.7266 2.8691 -3.4718 0.01 -0.19 0.03
H 2.2166 0.7634 -4.1687 -0.11 -0.14 -0.04
H 0.8006 0.5967 -4.6040 -0.01 0.08 -0.15
O 1.6837 0.2574 -4.7996 -0.12 -0.01 0.31
H 1.5706 -3.2109 -3.2274 -0.21 -0.75 0.56
H 0.7383 -2.2796 -3.8433 -0.97 0.22 0.13
O 0.6284 -2.9800 -3.1744 1.32 0.56 -0.79
H 0.8843 4.3521 -0.3033 -0.18 0.08 0.78
H 1.2713 3.2001 0.7965 -0.43 0.72 0.34
O 1.2085 3.4693 -0.1230 0.66 -0.84 -1.11
H -2.6987 2.4280 -0.8345 -0.06 0.15 -0.64
H -1.9205 1.2661 -0.5395 0.19 -0.34 -0.35
O -2.1504 1.7920 -1.3226 -0.37 0.48 0.69
H -1.2959 -0.5259 3.2192 0.21 -0.19 -0.08
H 0.0612 0.7469 2.4916 0.01 0.00 0.44
O -0.8713 -0.6072 2.3529 -0.46 0.15 0.63
```
Forces are in eV/Å.

Results
E_HOMO ... -9.74 eV
LUMO level ... -0.00023 Ha
Electronic energy ... -38019.4715 eV
Relative energy (zero: lowest compared OMol25 entry of this formula, charge and spin) ... 5.189 eV
Net charge ... 0
Maximum force ... 2.7 eV/Å

These are the natural (NBO) partial charges, in e, on atoms 1 to 4: atom 1 (N): -0.73, atom 2 (C): -0.30, atom 3 (C): -0.40, atom 4 (C): -0.23



Entry 4:
Computed, not measured: the molecule C5H3Cl at a distorted geometry, with ωB97M-V/def2-TZVPD.

Structure (XYZ):
```
9
Properties=species:S:1:pos:R:3:forces:R:3
C 0.9759 -0.2196 -0.7413 1.61 -0.12 4.06
C -0.2431 0.7201 2.5329 1.62 0.13 -0.51
C 0.4254 0.1425 -1.7970 -0.04 1.08 -2.15
C 0.6828 0.6254 1.7328 -1.63 0.73 0.98
C 1.6425 0.6513 0.7336 -2.52 -1.51 -2.66
Cl 3.0979 -0.0295 1.1189 1.95 -0.40 0.41
H 1.1123 -1.2538 -0.4106 -0.14 0.21 -0.02
H -0.8061 0.9326 3.4136 -0.29 -0.20 -0.23
H 0.4230 0.8863 -2.5709 -0.54 0.08 0.12
```
Forces are in eV/Å.

Results
E_HOMO (spin up / spin down) ... -8.47 / -8.40 eV
LUMO level (spin up / spin down) ... -0.03232 / -0.04531 Ha
Electronic energy ... -17748.1890 eV
Relative energy (zero: lowest compared OMol25 entry of this formula, charge and spin) ... 4.054 eV
Net charge ... 0
Maximum force ... 4.4 eV/Å

These are the natural (NBO) partial charges, in e, on atoms 1 to 4: atom 1 (C): -0.31, atom 2 (C): -0.15, atom 3 (C): -0.09, atom 4 (C): -0.13



Entry 5:
Computed, not measured: the molecule C5H3ClN2O3 at a distorted geometry, with ωB97M-V/def2-TZVPD.

Structure (XYZ):
```
14
Properties=species:S:1:pos:R:3:forces:R:3
O -1.5058 2.1161 -1.3918 -0.03 2.37 0.91
C -1.4262 0.9402 -1.4645 0.23 0.54 -0.62
O -2.1169 0.3295 -2.3753 0.34 -5.15 -1.17
C -0.5128 0.1977 -0.6150 1.70 -1.41 2.87
C -0.1604 0.6873 0.6733 -0.50 0.45 -2.04
C 0.7441 0.0166 1.4052 2.68 -3.51 0.69
Cl 1.2725 0.5679 2.9988 -0.40 -0.33 -1.12
N 1.3721 -1.1839 0.9742 -1.12 2.50 1.09
N 1.0397 -1.6373 -0.2036 0.95 0.06 2.13
C 0.1445 -1.0043 -0.8852 -1.03 -0.84 -4.09
O -0.0820 -1.6213 -2.1381 1.91 -2.30 -0.60
H -1.7765 -0.6855 -2.4103 -1.16 3.03 -0.19
H -0.4521 1.6520 1.0099 -0.70 0.57 0.08
H 0.6152 -2.4905 -2.4140 -2.87 4.02 2.02
```
Forces are in eV/Å.

Results
E_HOMO ... -10.18 eV
LUMO level ... -0.04040 Ha
Electronic energy ... -26876.7297 eV
Relative energy (zero: lowest compared OMol25 entry of this formula, charge and spin) ... 0.122 eV
SMILES ... O=C(O)c1cc(Cl)nnc1O
Net charge ... 0
Maximum force ... 5.3 eV/Å

These are the natural (NBO) partial charges, in e, on atoms 1 to 4: atom 1 (O): -0.54, atom 2 (C): 0.75, atom 3 (O): -0.64, atom 4 (C): -0.20



Entry 6:
Computed, not measured: the molecule C5H3F at a distorted geometry, with ωB97M-V/def2-TZVPD.

Structure (XYZ):
```
9
Properties=species:S:1:pos:R:3:forces:R:3
C -0.1657 -0.5506 -0.7448 0.45 -2.07 -3.30
C 0.0459 -1.0475 -1.8493 0.11 1.39 1.96
C 0.4855 0.6773 1.1266 -4.96 3.33 1.50
C -0.6390 0.0139 0.4956 0.32 -1.80 -0.04
C -0.2490 1.2322 -0.1423 0.32 1.70 0.50
F 0.4351 -1.4308 -3.0085 -0.29 -0.04 0.52
H 0.1121 1.2314 2.0695 0.98 -0.65 -1.64
H 1.4102 0.3602 1.1049 4.58 -1.63 -0.03
H -1.4351 -0.4860 0.9482 -1.51 -0.22 0.53
```
Forces are in eV/Å.

Results
E_HOMO ... -9.00 eV
LUMO level ... -0.01174 Ha
Electronic energy ... -7942.7415 eV
Relative energy (zero: lowest compared OMol25 entry of this formula, charge and spin) ... 4.383 eV
Net charge ... 0
Maximum force ... 6.2 eV/Å

These are the natural (NBO) partial charges, in e, on atoms 1 to 4: atom 1 (C): -0.20, atom 2 (C): 0.54, atom 3 (C): -0.49, atom 4 (C): -0.41